Record 1
ORCA calculation (the ωB97M-V functional and the def2-TZVPD basis) on C4H8HgO3 as an isolated structure in a non-equilibrium geometry.

For the gap between HOMO and LUMO (alpha / beta), the calculation gives 7.7546 / 6.1962 eV. As for the strongest force on any atom: 3.448 eV/Å. The energy above the lowest of the compared OMol25 structures with the same formula, charge and spin is 439.01 kJ/mol. As for the total energy: -14578.2163 eV. As for the spin multiplicity: 2. Its charge is +1.

Cartesian coordinates (Å):
C 1.277 -2.440 -0.595
C 0.904 -0.979 -0.490
O -0.004 -0.892 0.625
H 1.969 -2.564 -1.438
H 1.769 -2.786 0.323
H 0.388 -3.059 -0.775
H 0.409 -0.634 -1.409
H 1.765 -0.333 -0.273
Hg -2.633 -0.857 0.334
O -0.509 0.392 0.741
O -1.667 1.094 -0.343
C -1.293 2.324 -0.071
C -0.612 2.421 1.147
H 0.305 3.015 1.114
H -0.840 2.816 -0.942
H -1.228 2.483 2.051

Charges per atom according to Mulliken partitioning, unit e: number 1, C, carries -1.1321; number 2, C, carries -0.0543; number 3, O, carries -0.3124; number 4, H, carries 0.3687; number 5, H, carries 0.3157; number 6, H, carries 0.3091; number 7, H, carries 0.2760; number 8, H, carries 0.2934; number 9, Hg, carries 0.8157; number 10, O, carries -0.0506; number 11, O, carries -0.3155; number 12, C, carries -0.0769; number 13, C, carries -0.2760; number 14, H, carries 0.2920; number 15, H, carries 0.2924; number 16, H, carries 0.2547



Record 2
ORCA calculation (the ωB97M-V functional and the def2-TZVPD basis) on C4H8I2 as an isolated structure in a non-equilibrium geometry.

For the gap between HOMO and LUMO (alpha / beta), the calculation gives 7.9613 / 7.9620 eV. As for the strongest force on any atom: 3.142 eV/Å. The energy above the lowest of the compared OMol25 structures with the same formula, charge and spin is 171.86 kJ/mol. As for the total energy: -20477.3464 eV.

Cartesian coordinates (Å):
C 0.615 1.381 0.024
C -0.918 -0.432 1.046
C 0.448 -0.870 -1.191
C -0.251 0.200 -0.284
I -2.001 0.607 -1.574
I 2.388 -2.551 -1.254
H 1.183 1.645 -0.856
H 1.370 1.039 0.732
H 0.085 2.236 0.365
H -0.078 -0.351 1.809
H -1.117 -1.481 0.775
H -1.832 0.128 1.435
H 0.863 -0.388 -2.135
H -0.032 -1.724 -1.660

Charges per atom according to Mulliken partitioning, unit e: number 1, C, carries -1.3570; number 2, C, carries -1.0957; number 3, C, carries -1.3595; number 4, C, carries 0.4925; number 5, I, carries 0.1244; number 6, I, carries -0.1122; number 7, H, carries 0.3655; number 8, H, carries 0.3789; number 9, H, carries 0.3899; number 10, H, carries 0.3142; number 11, H, carries 0.3676; number 12, H, carries 0.3416; number 13, H, carries 0.5187; number 14, H, carries 0.6313